Record 1
C34H43AsOSSb2Y | the ωB97M-V functional and the def2-TZVPD basis

```
83
Properties=species:S:1:pos:R:3:mulliken_charge:R:1
Y -0.03 -0.33 -1.91 0.920
C -5.64 0.04 -2.92 -1.143
Sb -3.84 -0.19 -1.77 0.517
C -3.61 -2.30 -2.22 -1.025
C -4.89 -0.66 0.21 -1.596
C -5.17 0.54 0.99 0.695
C -6.32 1.29 0.71 -0.664
C -6.60 2.46 1.39 -0.734
C -5.68 2.96 2.32 -0.725
C -4.54 2.24 2.60 -0.758
C -4.30 0.99 2.02 1.123
C -3.22 0.16 2.53 -1.701
Sb -1.38 0.04 1.22 0.422
C -0.13 -0.97 2.64 -0.839
C -0.61 2.02 1.60 -0.899
H -6.26 -0.85 -2.79 0.395
H -5.37 0.15 -3.97 0.390
H -6.17 0.93 -2.59 0.364
H -4.57 -2.79 -2.14 0.465
H -2.91 -2.76 -1.52 0.056
H -3.23 -2.42 -3.23 0.444
H -4.22 -1.38 0.66 0.484
H -5.78 -1.13 -0.20 0.780
H -7.01 0.92 -0.04 0.496
H -7.52 2.99 1.21 0.431
H -5.88 3.90 2.81 0.429
H -3.85 2.61 3.35 0.421
H -3.47 -0.90 2.62 0.694
H -2.79 0.54 3.46 0.692
H 0.22 -0.26 3.38 0.496
H 0.72 -1.41 2.11 -0.269
H -0.69 -1.77 3.12 0.586
H -0.47 2.15 2.68 0.535
H -1.29 2.78 1.23 0.436
H 0.35 2.12 1.10 -0.061
C 7.36 1.99 -1.98 -0.493
C 6.50 3.07 -1.95 -0.733
C 5.14 2.87 -1.76 -0.323
C 4.67 1.58 -1.53 0.503
C 5.54 0.48 -1.58 -0.477
C 6.89 0.70 -1.79 -0.718
As 2.78 1.25 -1.28 0.703
C 2.81 0.09 0.30 0.674
C 3.10 0.56 1.57 -0.542
C 3.43 -0.33 2.58 -0.855
C 3.51 -1.69 2.32 -0.639
C 3.20 -2.17 1.05 -1.404
C 2.83 -1.28 0.05 0.215
C 1.96 2.93 -0.81 0.282
C 0.81 3.30 -1.51 -0.278
C 0.20 4.52 -1.27 -0.991
C 0.75 5.39 -0.34 -0.533
C 1.90 5.03 0.36 -1.050
C 2.51 3.81 0.12 0.237
H 8.42 2.15 -2.17 0.413
H 6.87 4.08 -2.09 0.415
H 4.46 3.71 -1.78 0.448
H 5.16 -0.52 -1.44 0.372
H 7.57 -0.14 -1.83 0.413
H 3.09 1.62 1.78 0.250
H 3.68 0.03 3.57 0.486
H 3.82 -2.38 3.09 0.479
H 3.32 -3.22 0.83 0.745
H 2.62 -1.65 -0.96 0.555
H 0.42 2.64 -2.29 0.371
H -0.68 4.81 -1.84 0.467
H 0.28 6.35 -0.16 0.465
H 2.33 5.72 1.07 0.470
H 3.43 3.56 0.64 0.505
O -0.31 -2.46 -0.45 0.185
S -0.80 -3.92 -0.28 0.110
C -0.37 -4.79 -1.83 -0.664
C 0.92 -5.58 -1.58 -0.588
C 0.85 -6.01 -0.12 -0.796
C 0.50 -4.76 0.67 0.415
H -0.28 -4.04 -2.62 0.325
H -1.20 -5.46 -2.06 0.483
H 1.79 -4.94 -1.74 0.245
H 0.99 -6.43 -2.25 0.395
H 1.80 -6.43 0.22 0.392
H 0.09 -6.78 0.02 0.347
H 1.32 -4.05 0.71 -0.647
H 0.14 -4.97 1.68 0.509
```

The HOMO-LUMO gap is 4.76 eV. For the energy relative to the best compared isomer or geometry (same formula, charge and spin), the calculation gives 109.9 kcal per mole. The value obtained for the LUMO energy is -10.3 eV. As for the total charge: +3.

Record 2
C4H14N3 | the ωB97M-V functional and the def2-TZVPD basis

```
21
Properties=species:S:1:pos:R:3:nbo_charge:R:1
N 1.96 1.53 -1.15 -0.670
C 2.19 0.17 -0.51 -0.228
C 0.90 -0.62 -0.67 -0.272
N -0.23 0.27 -0.44 -0.670
C -1.58 -0.41 -0.34 -0.230
C -2.24 -0.09 0.99 -0.231
N -1.64 -0.90 2.04 -0.898
H 1.43 2.13 -0.52 0.454
H 1.39 1.41 -1.99 0.456
H 2.85 1.99 -1.36 0.441
H 2.40 0.31 0.55 0.234
H 2.98 -0.35 -1.05 0.243
H 0.94 -1.50 0.01 0.208
H 0.74 -1.24 -1.55 0.227
H -0.20 0.48 0.56 0.365
H -2.24 0.05 -1.08 0.214
H -1.53 -1.48 -0.52 0.197
H -3.30 -0.34 0.93 0.203
H -2.14 0.96 1.27 0.191
H -1.64 -0.69 3.02 0.395
H -1.06 -1.68 1.80 0.369
```

The SMILES is NCCNCC[NH3+]. The HOMO-LUMO gap is 8.44 eV. For the energy relative to the best compared isomer or geometry (same formula, charge and spin), the calculation gives 46.1 kcal per mole. The value obtained for the LUMO energy is -3.5 eV. As for the total charge: +1.

Record 3
C39H46BrCaF5I2N3O3SSi | the ωB97M-V functional and the def2-TZVPD basis

```
102
Properties=species:S:1:pos:R:3:mulliken_charge:R:1
Ca -0.36 -0.15 -0.01 2.090
I -2.29 3.52 3.44 0.012
C -0.48 2.52 3.49 -0.534
C 0.35 2.70 4.61 -0.342
C 1.55 2.07 4.72 -0.311
I 2.70 2.41 6.42 0.018
C 1.98 1.20 3.68 1.038
C 3.20 0.48 3.72 -0.630
C 3.53 -0.36 2.69 -1.301
C 2.65 -0.47 1.60 -0.537
N 1.53 0.20 1.52 0.265
C 1.16 1.03 2.55 -0.297
C -0.14 1.71 2.41 0.674
O -0.87 1.53 1.39 -0.850
H 0.01 3.36 5.40 0.308
H 3.85 0.59 4.57 0.150
H 4.45 -0.93 2.70 0.450
H 2.89 -1.12 0.77 0.678
C -0.91 -5.04 3.89 -1.007
C -2.15 -4.54 3.18 -0.961
N -2.00 -4.51 1.72 0.195
C -2.47 -5.69 1.01 -0.683
C -3.92 -5.58 0.58 -1.122
C -1.55 -3.42 1.07 0.292
S -1.06 -2.05 1.99 -0.479
N -1.68 -3.52 -0.28 -0.036
C -0.96 -2.85 -1.15 -0.955
O 0.05 -2.13 -0.94 -0.619
C -1.43 -2.96 -2.58 0.614
C -2.26 -3.99 -2.99 -0.351
C -2.71 -4.04 -4.30 -0.666
C -2.34 -3.05 -5.20 -0.737
C -1.52 -2.01 -4.79 -0.897
C -1.05 -1.97 -3.49 0.278
H -1.08 -5.08 4.96 0.385
H -0.07 -4.36 3.70 0.239
H -0.62 -6.04 3.55 0.309
H -2.42 -3.55 3.52 0.495
H -3.00 -5.20 3.39 0.394
H -2.34 -6.53 1.69 0.449
H -1.83 -5.87 0.15 0.417
H -4.59 -5.45 1.44 0.413
H -4.23 -6.49 0.06 0.341
H -4.06 -4.73 -0.09 0.199
H -2.56 -4.73 -2.26 0.383
H -3.36 -4.85 -4.62 0.418
H -2.71 -3.08 -6.22 0.398
H -1.25 -1.23 -5.49 0.467
H -0.42 -1.16 -3.15 0.965
F -5.46 1.61 -4.82 -0.345
C -4.34 1.45 -4.09 0.602
C -4.31 0.53 -3.05 0.196
F -5.39 -0.22 -2.78 -0.341
C -3.16 0.38 -2.31 0.055
F -3.14 -0.52 -1.30 -0.386
C -1.98 1.12 -2.54 0.313
O -0.93 0.90 -1.83 -0.544
C -2.06 2.05 -3.59 -0.153
F -1.00 2.81 -3.90 -0.365
C -3.21 2.20 -4.34 0.273
F -3.24 3.10 -5.34 -0.341
C 5.95 -1.87 -3.60 -1.750
C 4.96 -1.25 -2.60 2.583
C 4.13 -2.41 -2.02 -1.837
C 5.77 -0.66 -1.43 -2.133
Si 3.87 0.10 -3.40 -0.491
Br 2.34 0.54 -1.87 -0.272
C 4.76 1.76 -3.69 2.460
C 6.02 1.62 -4.56 -1.768
C 5.21 2.42 -2.37 -1.877
C 3.82 2.76 -4.39 -2.034
C 2.87 -0.53 -4.90 2.943
C 3.71 -0.56 -6.19 -1.935
C 1.62 0.32 -5.19 -1.772
C 2.38 -1.96 -4.63 -2.261
H 6.57 -2.61 -3.08 0.505
H 6.64 -1.14 -4.04 0.265
H 5.44 -2.39 -4.41 0.297
H 4.80 -3.04 -1.43 0.585
H 3.68 -3.04 -2.79 0.316
H 3.32 -2.08 -1.36 0.041
H 6.22 -1.48 -0.86 0.624
H 5.17 -0.07 -0.74 0.346
H 6.60 -0.03 -1.77 0.290
H 6.78 0.98 -4.09 0.298
H 6.48 2.61 -4.69 0.515
H 5.82 1.22 -5.55 0.255
H 6.06 1.92 -1.90 0.328
H 4.41 2.49 -1.63 0.288
H 5.53 3.45 -2.59 0.586
H 3.66 2.50 -5.44 0.315
H 4.30 3.75 -4.37 0.628
H 2.85 2.85 -3.90 0.346
H 3.99 0.43 -6.53 0.327
H 3.10 -1.01 -6.99 0.503
H 4.62 -1.16 -6.11 0.329
H 1.84 1.31 -5.58 0.290
H 0.97 0.45 -4.32 0.124
H 1.04 -0.20 -5.96 0.506
H 3.19 -2.69 -4.71 0.311
H 1.64 -2.23 -5.39 0.655
H 1.90 -2.09 -3.66 0.288
```

The HOMO-LUMO gap is 6.98 eV. For the energy relative to the best compared isomer or geometry (same formula, charge and spin), the calculation gives 5.2 kcal per mole. The value obtained for the LUMO energy is 2.1 eV. As for the total charge: -1.

Record 4
C30H38Br2N5O10 | the ωB97M-V functional and the def2-TZVPD basis

```
85
Properties=species:S:1:pos:R:3:mulliken_charge:R:1
N 0.55 0.58 0.77 0.965
H 0.36 1.50 1.14 0.061
H 0.04 0.38 -0.08 0.221
H 0.56 -0.16 1.45 0.587
H 1.44 0.78 0.33 -0.236
C -0.10 4.63 -0.21 -0.951
C -0.59 4.03 1.14 0.191
O 0.45 3.38 1.80 -0.892
H 0.66 5.40 -0.07 0.320
H -1.01 5.08 -0.62 0.355
H 0.32 3.93 -0.94 -0.033
H -1.45 3.38 0.99 -0.231
H -0.96 4.83 1.78 0.333
C 5.08 1.55 -1.40 -1.488
C 3.74 0.92 -1.02 0.288
O 3.07 1.61 0.01 -0.878
H 5.71 0.81 -1.90 0.378
H 5.55 2.00 -0.52 0.332
H 4.86 2.28 -2.17 0.310
H 3.98 -0.11 -0.80 0.065
H 3.02 0.81 -1.83 -0.051
Br -6.63 0.39 -2.72 -0.223
C -5.51 0.51 -1.11 -0.474
C -4.23 1.24 -1.58 -0.745
Br -2.83 1.12 -0.26 0.028
H -5.25 -0.49 -0.75 0.371
H -5.92 1.19 -0.35 0.337
H -4.54 2.27 -1.73 0.451
H -3.70 0.98 -2.49 0.280
C -6.35 1.68 3.83 -0.549
C -5.71 0.67 3.15 -0.627
C -4.32 0.61 3.08 0.088
C -3.53 1.57 3.71 -0.266
C -4.17 2.57 4.44 -0.461
C -5.53 2.62 4.50 -0.366
N -2.06 1.59 3.45 0.984
O -1.39 2.52 3.89 -0.511
O -1.52 0.62 2.87 -0.507
H -7.42 1.72 3.91 0.413
H -6.29 -0.20 2.85 0.415
H -3.89 -0.25 2.58 0.534
H -3.65 3.30 5.04 0.429
H -5.99 3.42 5.07 0.361
C 6.01 -1.67 2.53 -0.509
C 5.08 -0.67 2.19 -0.532
C 3.80 -0.77 2.59 -0.141
C 3.32 -1.92 3.21 0.058
C 4.24 -2.83 3.71 -0.457
C 5.58 -2.76 3.30 -0.359
N 1.91 -2.07 3.39 0.951
O 1.46 -2.88 4.19 -0.654
O 1.09 -1.34 2.84 -0.669
H 7.04 -1.53 2.25 0.382
H 5.41 0.27 1.77 0.448
H 3.07 -0.02 2.30 0.441
H 3.95 -3.54 4.48 0.451
H 6.25 -3.54 3.61 0.369
C 0.09 -7.12 -1.20 -0.467
C 0.52 -6.58 0.02 -0.565
C 0.69 -5.23 0.14 -0.119
C 0.54 -4.35 -0.99 -0.039
C 0.02 -4.92 -2.17 -0.360
C -0.21 -6.25 -2.22 -0.410
N 0.81 -2.90 -0.87 0.985
O 0.58 -2.17 -1.84 -0.582
O 1.16 -2.40 0.16 -0.459
H -0.12 -8.16 -1.36 0.366
H 0.77 -7.18 0.88 0.382
H 0.97 -4.95 1.14 0.439
H -0.26 -4.31 -3.01 0.451
H -0.61 -6.72 -3.11 0.341
C 0.78 2.50 -6.36 -0.530
C 1.38 2.64 -5.12 -0.695
C 0.89 1.99 -4.01 0.032
C -0.16 1.08 -4.09 0.003
C -0.75 0.88 -5.33 -0.540
C -0.27 1.56 -6.47 -0.488
N -0.59 0.36 -2.89 1.209
O -0.07 0.65 -1.81 -0.727
O -1.47 -0.47 -3.07 -0.681
H 1.19 2.97 -7.25 0.383
H 2.14 3.38 -4.96 0.400
H 1.33 2.21 -3.04 0.487
H -1.50 0.12 -5.41 0.439
H -0.87 1.38 -7.35 0.357
```

The HOMO-LUMO gap is 3.60 eV. For the energy relative to the best compared isomer or geometry (same formula, charge and spin), the calculation gives 0.0 kcal per mole. The value obtained for the LUMO energy is 1.1 eV. As for the total charge: -1.